Density functional theory data (the ωB97M-V functional and the def2-TZVPD basis) for a cluster of 2 separate species, C4H10SSi in total.

Computed properties:
Multiplicity   1
HOMO   -8.72 eV
SMILES   C[Si](C)=S.C=C
Maximum force   3.59 eV/A
Orbital gap   8.6 eV
E   -23021.8392 eV

Last column: Löwdin charge in e.
Element x y z (Å)
C (0.361, 1.187, -0.329)  -0.229
Si (1.517, -0.211, -0.072)  0.276
C (3.268, 0.544, 0.198)  -0.238
S (1.183, -2.225, 0.144)  0.109
H (-0.421, 0.947, -0.978)  0.005
H (-0.093, 1.570, 0.600)  0.063
H (0.880, 2.012, -0.591)  -0.018
H (3.849, 0.110, 1.014)  0.027
H (3.932, 0.436, -0.689)  0.038
H (3.244, 1.591, 0.287)  -0.010
C (-2.616, -1.234, 0.530)  -0.115
C (-3.342, -0.644, -0.436)  -0.094
H (-2.652, -2.335, 0.801)  0.061
H (-1.627, -0.932, 0.987)  0.023
H (-3.174, 0.383, -0.660)  0.016
H (-4.307, -1.200, -0.807)  0.084

Cartesian forces (eV/Å) of the 3 atoms listed first:
-1.011 -1.590 2.273
1.279 -2.260 1.069
0.193 -1.531 -1.084

=====

Density functional theory data (the ωB97M-V functional and the def2-TZVPD basis) for a structure of composition C4H11AlClNO3Ti.

Computed properties:
⟨S²⟩   0.76
Multiplicity   2
Total charge   -1
HOMO (alpha / beta)   -4.18 / -4.18 eV
Maximum force   5.24 eV/A
Orbital gap (alpha / beta)   6.3 / 4.0 eV
E   -54192.2815 eV

Last column: Löwdin charge in e.
Element x y z (Å)
Ti (0.678, 0.731, 0.775)  0.690
Cl (1.475, 1.021, -1.611)  0.143
C (1.084, -1.021, 1.802)  -0.286
H (0.357, -1.449, 2.543)  -0.007
H (2.076, -0.919, 2.351)  -0.004
H (1.172, -1.817, 1.000)  0.004
Al (2.481, 2.990, -0.400)  0.078
C (4.276, 2.159, -0.691)  -0.264
C (2.225, 4.156, -1.971)  -0.252
C (1.620, 3.048, 1.509)  -0.303
H (1.214, 4.627, -2.089)  0.000
H (2.823, 5.072, -1.919)  -0.022
H (2.489, 3.724, -2.949)  -0.008
H (4.553, 1.387, 0.059)  -0.011
H (4.442, 1.760, -1.713)  -0.008
H (5.067, 2.907, -0.512)  -0.020
H (2.389, 3.052, 2.315)  -0.096
H (1.127, 4.017, 1.721)  -0.097
O (-2.954, -2.201, 1.061)  0.059
N (-3.327, -2.542, -0.070)  -0.116
O (-2.570, -2.681, -1.039)  0.047
O (-1.011, 0.506, 0.586)  -0.528

Cartesian forces (eV/Å) of the 3 atoms listed first:
-4.392 1.202 -0.770
-0.439 -0.291 1.293
0.878 -1.151 0.790

=====

Density functional theory data (the ωB97M-V functional and the def2-TZVPD basis) for a cluster of 2 separate species, C4H11BN2 in total.

Computed properties:
Multiplicity   1
HOMO   -8.11 eV
Maximum force   4.82 eV/A
Orbital gap   8.8 eV
E   -7981.3869 eV

Last column: Löwdin charge in e.
Element x y z (Å)
B (-0.502, 0.780, 0.027)  -0.697
C (-1.728, -1.326, 0.082)  -0.158
C (-0.310, -1.440, -0.684)  -0.266
C (-0.118, 2.252, 0.258)  -0.008
C (2.109, -0.389, 0.603)  0.106
N (-1.723, 0.176, 0.383)  0.087
N (0.368, -0.225, -0.520)  0.029
H (-2.612, -1.719, -0.557)  0.116
H (-1.698, -1.983, 1.022)  0.103
H (0.310, -2.278, -0.226)  0.112
H (-0.564, -1.523, -1.849)  0.139
H (-0.337, 3.043, -0.453)  0.059
H (0.900, 2.252, 0.519)  0.014
H (-0.604, 2.641, 1.179)  0.071
H (2.848, -0.647, -0.266)  0.072
H (2.117, 0.655, 1.063)  0.040
H (1.980, -1.208, 1.333)  0.032
H (-2.711, 0.601, 0.441)  0.149

Cartesian forces (eV/Å) of the 3 atoms listed first:
-0.241 -0.282 -0.092
0.634 -0.144 -0.045
-1.705 -1.969 -0.895

=====

Density functional theory data (the ωB97M-V functional and the def2-TZVPD basis) for an isolated molecule of C4H11BN2.

Computed properties:
Multiplicity   1
HOMO   -7.89 eV
SMILES   CB1NCCN1C
Maximum force   3.06 eV/A
Orbital gap   8.6 eV
E   -7983.9374 eV

Last column: Löwdin charge in e.
Element x y z (Å)
C (0.348, 1.461, -1.787)  -0.008
B (0.067, 0.277, -0.774)  -0.566
N (-0.736, -0.872, -1.113)  0.064
C (-1.003, -1.771, -0.003)  -0.183
C (-0.210, -1.100, 1.213)  -0.147
N (0.393, 0.048, 0.568)  -0.119
C (1.064, 0.958, 1.488)  -0.065
H (0.291, 1.062, -2.870)  0.081
H (1.264, 1.986, -1.884)  0.026
H (-0.481, 2.205, -1.764)  0.066
H (-1.366, -0.877, -1.893)  0.105
H (-0.587, -2.751, -0.162)  0.080
H (-2.135, -2.036, 0.160)  0.134
H (-1.049, -0.676, 1.989)  0.149
H (0.604, -1.710, 1.764)  0.136
H (2.144, 0.998, 1.482)  0.074
H (0.709, 1.968, 1.095)  0.104
H (0.684, 0.831, 2.492)  0.070

Cartesian forces (eV/Å) of the 3 atoms listed first:
-1.509 -0.703 -2.169
-0.600 -1.101 -0.281
-0.382 0.336 -0.499

=====

Density functional theory data (the ωB97M-V functional and the def2-TZVPD basis) for a structure of composition C4H11BNNiO5P.

Computed properties:
⟨S²⟩   2.01
Multiplicity   3
Total charge   +2
HOMO (alpha / beta)   -15.59 / -15.59 eV
Maximum force   9.97 eV/A
Orbital gap (alpha / beta)   5.1 / 3.0 eV
E   -67038.9879 eV

Last column: Löwdin charge in e.
Element x y z (Å)
C (4.789, -1.041, -0.177)  -0.077
C (3.603, 0.091, 0.135)  -0.219
O (2.784, 0.268, -1.094)  -0.018
B (1.416, 0.670, -0.614)  -0.432
O (1.268, 2.058, -0.070)  0.067
O (0.225, -0.241, -0.701)  0.099
C (-0.982, 0.570, -1.072)  -0.293
O (-0.890, 1.204, -2.261)  0.109
N (-2.146, 0.668, -0.111)  -0.138
P (-2.841, -0.920, 0.307)  1.197
C (-4.681, -1.079, -0.217)  -0.185
O (-2.913, -0.907, 2.083)  -0.205
H (4.639, -1.491, -1.272)  0.105
H (4.711, -1.928, 0.603)  0.089
H (5.861, -0.526, -0.098)  0.100
H (2.946, -0.353, 1.026)  0.129
H (4.099, 1.122, 0.462)  0.149
H (1.471, 2.014, 0.920)  0.132
H (-2.862, 1.369, -0.404)  0.088
H (-5.336, -0.242, 0.307)  0.103
H (-5.141, -2.120, 0.143)  0.124
H (-4.846, -1.065, -1.393)  0.118
H (-2.036, -0.447, 2.322)  0.108
Ni (-3.136, 2.326, 1.176)  0.847

Cartesian forces (eV/Å) of the 3 atoms listed first:
-0.031 0.177 -0.088
1.598 -0.771 0.963
-4.428 0.344 2.743

=====

Density functional theory data (the ωB97M-V functional and the def2-TZVPD basis) for an isolated molecule of C4H11BO2.

Computed properties:
Multiplicity   1
HOMO   -9.07 eV
SMILES   CC(C)CB(O)O
Maximum force   5.32 eV/A
Orbital gap   9.3 eV
E   -9098.3610 eV

Last column: Löwdin charge in e.
Element x y z (Å)
C (-1.216, -1.677, -0.161)  -0.043
C (-0.351, -0.225, -0.326)  -0.401
C (-1.186, 0.862, 0.350)  -0.104
C (0.942, -0.477, 0.518)  -0.077
B (2.023, 1.101, 0.151)  -0.597
O (2.407, 1.829, 1.166)  0.191
O (2.413, 1.170, -1.138)  0.180
H (-1.280, -1.781, 0.858)  0.035
H (-0.858, -2.458, -0.826)  0.065
H (-2.191, -1.469, -0.507)  0.035
H (-0.039, 0.178, -1.306)  0.110
H (-0.561, 1.225, 1.142)  0.051
H (-2.034, 0.297, 0.777)  0.065
H (-1.638, 1.664, -0.389)  0.116
H (0.817, -0.471, 1.581)  0.058
H (1.339, -1.469, 0.254)  0.075
H (2.979, 2.627, 0.995)  0.145
H (2.762, 1.855, -1.686)  0.094

Cartesian forces (eV/Å) of the 3 atoms listed first:
1.620 3.376 -3.777
-0.074 -2.027 1.354
-1.544 -0.009 -1.453

=====

Density functional theory data (the ωB97M-V functional and the def2-TZVPD basis) for a cluster of 2 separate species, C4H11BOS2 in total.

Computed properties:
Multiplicity   1
HOMO (alpha / beta)   -7.67 / -7.67 eV
Maximum force   5.67 eV/A
Orbital gap (alpha / beta)   7.1 / 7.1 eV
E   -28719.2163 eV

Last column: Löwdin charge in e.
Element x y z (Å)
B (-1.203, -1.470, -0.008)  -0.738
C (-1.215, 2.108, 0.232)  -0.037
C (1.898, -0.373, -0.913)  -0.169
C (-2.011, 0.741, 0.099)  -0.237
C (2.129, -0.281, 0.589)  -0.741
O (-1.444, -0.326, -0.526)  -0.004
S (-1.307, -3.091, -0.710)  0.878
S (1.120, -1.374, 1.593)  0.500
H (-1.830, 2.896, 0.537)  0.053
H (-0.276, 2.100, 0.786)  0.068
H (-0.835, 2.250, -0.793)  0.082
H (2.413, -1.320, -1.295)  0.100
H (0.807, -0.547, -0.942)  0.018
H (2.332, 0.474, -1.367)  0.050
H (-2.831, 1.035, -0.513)  0.111
H (-2.311, 0.528, 1.209)  0.158
H (1.961, 0.741, 1.004)  0.044
H (3.181, -0.481, 0.843)  0.053
H (-0.576, -3.610, 0.176)  -0.190

Cartesian forces (eV/Å) of the 3 atoms listed first:
3.296 -1.513 0.900
2.097 -2.858 -2.325
-0.055 -2.784 1.274

=====

Density functional theory data (the ωB97M-V functional and the def2-TZVPD basis) for a cluster of 2 separate species, C4H11BS3 in total.

Computed properties:
Multiplicity   1
HOMO   -9.36 eV
SMILES   CC(C)(C)S.S=BS
Maximum force   3.94 eV/A
Orbital gap   9.7 eV
E   -37508.3717 eV

Last column: Löwdin charge in e.
Element x y z (Å)
C (0.155, -0.832, 0.923)  -0.086
C (-0.445, 0.095, -0.176)  -0.790
C (-1.832, 0.580, 0.356)  -0.108
C (-0.781, -0.579, -1.582)  -0.122
S (0.584, 1.539, -0.759)  0.767
H (1.103, -1.080, 0.703)  0.017
H (0.360, -0.257, 1.896)  0.119
H (-0.413, -1.749, 0.960)  0.086
H (-2.513, 0.229, -0.393)  0.047
H (-2.012, 1.581, 0.599)  0.048
H (-2.059, 0.037, 1.315)  0.092
H (-0.175, -1.432, -1.775)  0.064
H (-1.820, -0.828, -1.578)  0.051
H (-0.601, 0.023, -2.498)  0.070
H (1.168, 1.922, 0.389)  -0.123
S (5.192, 1.041, 1.540)  0.641
B (4.759, 1.039, -0.019)  -1.246
S (4.210, 1.075, -1.704)  0.758
H (3.066, 1.170, -1.144)  -0.283

Cartesian forces (eV/Å) of the 3 atoms listed first:
-1.359 2.608 0.410
-0.921 0.707 -0.548
0.342 -2.256 1.051

=====

Density functional theory data (the ωB97M-V functional and the def2-TZVPD basis) for a structure of composition C4H11CdO3.

Computed properties:
⟨S²⟩   0.75
Multiplicity   2
HOMO (alpha / beta)   -7.10 / -8.81 eV
Maximum force   6.34 eV/A
Orbital gap (alpha / beta)   7.9 / 8.1 eV
E   -15027.0951 eV

Last column: Löwdin charge in e.
Element x y z (Å)
O (-0.438, -1.586, -0.250)  -0.643
Cd (1.128, -2.256, 0.628)  1.007
H (-1.852, -1.114, 0.532)  0.189
C (-0.180, 0.000, -0.810)  -0.167
C (0.953, 0.633, -0.019)  -0.238
O (1.953, -0.361, 0.214)  -0.465
C (3.134, 0.140, 0.820)  -0.114
H (-0.753, 0.843, -1.238)  0.111
H (0.221, -0.306, -1.798)  0.096
H (0.588, 1.005, 0.953)  0.133
H (1.412, 1.462, -0.579)  0.133
H (3.771, -0.724, 1.040)  0.078
H (3.633, 0.831, 0.126)  0.095
H (2.903, 0.664, 1.759)  0.096
O (-2.190, 0.049, 0.498)  -0.304
C (-3.338, 0.162, -0.306)  -0.222
H (-4.222, 0.144, 0.346)  0.067
H (-3.325, 1.095, -0.896)  0.071
H (-3.398, -0.679, -1.020)  0.077

Cartesian forces (eV/Å) of the 3 atoms listed first:
-3.391 4.863 -2.237
1.806 -3.136 1.834
-0.519 4.751 -0.702

=====

Density functional theory data (the ωB97M-V functional and the def2-TZVPD basis) for a structure of composition C4H11ClINdPt.

Computed properties:
⟨S²⟩   8.77
Multiplicity   6
Total charge   -2
HOMO (alpha / beta)   1.72 / 0.66 eV
Maximum force   3.54 eV/A
Orbital gap (alpha / beta)   3.1 / 4.2 eV
E   -43470.5499 eV

Last column: Löwdin charge in e.
Element x y z (Å)
Nd (-0.320, 1.543, -0.954)  0.767
Cl (-1.366, 3.800, -1.670)  -0.409
C (-1.920, 0.044, 0.031)  -0.422
H (-1.592, -0.292, 1.022)  -0.072
H (-2.329, -0.833, -0.477)  -0.057
H (-2.775, 0.734, 0.203)  -0.072
Pt (0.634, -0.763, -2.563)  0.592
C (2.136, 0.694, -2.776)  -0.454
C (-0.767, 0.141, -3.820)  -0.445
C (0.876, -2.437, -1.653)  -0.491
H (-1.505, -0.642, -4.057)  -0.056
H (-1.300, 1.028, -3.414)  -0.102
H (-0.279, 0.435, -4.761)  -0.052
H (3.045, 0.256, -2.333)  -0.051
H (2.314, 0.838, -3.858)  -0.050
H (1.966, 1.693, -2.317)  -0.104
H (-0.085, -2.849, -1.167)  -0.119
H (1.731, -2.546, -0.895)  -0.121
I (1.658, 1.117, 1.278)  -0.282

Cartesian forces (eV/Å) of the 3 atoms listed first:
1.247 -2.940 -1.306
-0.441 0.918 -0.159
-0.801 0.408 0.331

=====

Density functional theory data (the ωB97M-V functional and the def2-TZVPD basis) for a structure of composition C4H11ClIn.

Computed properties:
Multiplicity   1
Total charge   -1
HOMO   -4.15 eV
Maximum force   1.21 eV/A
Orbital gap   7.5 eV
E   -22021.8417 eV

Last column: Löwdin charge in e.
Element x y z (Å)
C (-0.669, -2.018, 1.280)  -0.134
C (0.355, -1.327, 0.385)  -0.409
C (0.738, 0.082, 0.864)  -0.809
Cl (2.269, -0.020, 1.844)  0.393
In (0.965, 1.439, -0.940)  0.374
C (-1.169, 1.914, -1.516)  -0.300
H (-1.125, -2.857, 0.750)  0.057
H (-0.197, -2.422, 2.171)  0.061
H (-1.468, -1.340, 1.565)  0.061
H (-0.010, -1.292, -0.638)  0.065
H (1.273, -1.905, 0.371)  0.072
H (-0.044, 0.486, 1.495)  0.012
H (1.936, 2.892, -0.603)  -0.141
H (1.660, 0.462, -2.270)  -0.127
H (-1.631, 2.441, -0.684)  -0.058
H (-1.199, 2.501, -2.427)  -0.060
H (-1.684, 0.966, -1.647)  -0.058

Cartesian forces (eV/Å) of the 3 atoms listed first:
0.093 -0.375 -0.326
0.026 0.422 0.592
0.130 -0.007 -1.207

=====

Density functional theory data (the ωB97M-V functional and the def2-TZVPD basis) for a structure of composition C4H11ClSi2.

Computed properties:
Multiplicity   1
HOMO   -9.83 eV
Maximum force   3.59 eV/A
Orbital gap   10.6 eV
E   -32600.9736 eV

Last column: Löwdin charge in e.
Element x y z (Å)
C (0.173, -0.466, -1.023)  -0.318
C (0.164, -0.502, 1.202)  -0.212
C (-0.832, -1.018, 0.041)  -0.410
C (1.120, -0.044, 0.056)  -0.980
Si (-2.709, -0.222, -0.064)  0.686
Si (2.044, 1.605, 0.007)  0.604
Cl (2.507, -1.205, -0.053)  0.571
H (0.487, -1.252, -1.892)  0.150
H (-0.257, 0.360, -1.620)  0.086
H (-0.101, 0.376, 1.915)  0.120
H (0.562, -1.440, 1.762)  0.115
H (-0.810, -2.096, 0.108)  0.073
H (-3.312, -0.523, -1.517)  -0.051
H (-2.597, 1.115, 0.431)  -0.103
H (-3.577, -0.806, 0.942)  -0.116
H (2.741, 1.906, -1.243)  -0.086
H (3.180, 1.274, 0.887)  -0.073
H (1.216, 2.937, 0.063)  -0.055

Cartesian forces (eV/Å) of the 3 atoms listed first:
-1.693 -1.467 -2.807
-0.089 -0.169 0.473
-1.107 1.532 0.567

=====

Density functional theory data (the ωB97M-V functional and the def2-TZVPD basis) for a cluster of 2 separate species, C4H11FN3 in total.

Computed properties:
Multiplicity   1
Total charge   +1
HOMO   -13.17 eV
Maximum force   5.10 eV/A
Orbital gap   9.6 eV
E   -11506.3670 eV

Last column: Löwdin charge in e.
Element x y z (Å)
C (1.071, 0.352, 0.026)  -0.167
C (0.602, -0.764, -2.185)  -0.018
C (-1.355, 0.391, 0.298)  -0.242
C (0.672, -0.665, -0.761)  -0.292
N (1.302, 0.341, 1.402)  0.087
N (-1.598, -0.740, 1.034)  0.181
N (-1.272, 1.519, 0.943)  0.154
F (0.365, -1.994, -0.239)  -0.022
H (1.238, 1.441, -0.330)  0.178
H (-0.331, -0.461, -2.586)  0.078
H (1.371, -0.061, -2.578)  0.120
H (0.777, -1.799, -2.487)  0.114
H (-1.846, 0.478, -0.605)  0.140
H (1.749, 1.204, 1.635)  0.100
H (-1.153, -0.829, 1.924)  0.114
H (-1.628, -1.649, 0.616)  0.114
H (1.734, -0.476, 1.732)  0.095
H (-0.796, 1.461, 1.836)  0.122
H (-0.903, 2.251, 0.326)  0.144

Cartesian forces (eV/Å) of the 3 atoms listed first:
0.683 1.131 0.106
1.375 0.837 -1.613
-2.338 -3.298 3.114